{"formula": "C33H51F5O33", "method": "wB97M-V/def2-TZVPD", "elements": ["O", "C", "O", "C", "C", "F", "O", "H", "H", "H", "O", "C", "O", "C", "C", "F", "O", "H", "H", "H", "O", "C", "O", "C", "C", "F", "O", "H", "H", "H", "O", "C", "O", "C", "C", "F", "O", "H", "H", "H", "O", "C", "O", "C", "C", "F", "O", "H", "H", "H", "C", "O", "C", "O", "O", "C", "H", "H", "H", "H", "H", "H", "C", "O", "C", "O", "O", "C", "H", "H", "H", "H", "H", "H", "C", "O", "C", "O", "O", "C", "H", "H", "H", "H", "H", "H", "C", "O", "C", "O", "O", "C", "H", "H", "H", "H", "H", "H", "C", "O", "C", "O", "O", "C", "H", "H", "H", "H", "H", "H", "C", "O", "C", "O", "O", "C", "H", "H", "H", "H", "H", "H"], "positions_angstrom": [[4.49190, 2.29299, -24.60066], [4.09248, 3.16907, -23.90042], [2.82516, 3.45920, -23.57413], [2.79125, 4.61346, -22.70898], [4.24849, 4.68549, -22.23871], [4.27333, 3.94407, -21.07889], [4.92055, 4.02654, -23.28662], [2.38638, 5.45673, -23.26780], [2.09115, 4.33106, -21.92711], [4.53459, 5.69792, -21.96004], [8.42265, 10.22237, -21.65913], [8.73727, 11.21644, -21.08532], [9.53518, 12.19673, -21.50823], [9.35416, 13.34013, -20.65145], [9.09650, 12.62333, -19.32150], [8.14347, 13.29851, -18.60787], [8.43632, 11.44796, -19.77387], [10.27557, 13.90944, -20.73984], [8.48513, 13.85184, -21.06580], [9.99167, 12.47733, -18.71299], [6.09180, 7.07344, -20.50380], [7.25738, 6.88371, -20.52804], [8.15384, 7.24173, -19.58532], [9.45885, 6.92595, -20.04426], [9.19619, 5.91556, -21.13005], [9.33089, 4.65876, -20.57270], [7.88109, 6.16288, -21.50409], [10.00735, 7.77141, -20.46862], [10.00646, 6.52996, -19.19197], [9.89606, 6.04109, -21.95258], [5.86504, 10.69286, -30.94799], [6.21073, 10.83845, -29.83279], [5.34862, 11.20433, -28.82175], [6.05458, 11.08364, -27.60309], [7.46354, 11.39351, -28.06222], [8.33775, 10.73379, -27.24176], [7.48440, 10.85753, -29.36327], [5.76206, 11.82299, -26.85743], [5.97032, 10.11858, -27.10345], [7.75859, 12.44217, -28.04005], [3.77429, 6.83336, -24.70033], [4.93537, 7.06264, -24.68597], [5.88816, 6.33583, -25.30190], [7.17222, 6.76734, -24.87719], [6.85626, 8.13403, -24.23429], [7.00440, 9.10356, -25.18792], [5.51076, 7.99135, -23.86866], [7.71443, 6.10658, -24.19459], [7.93494, 6.83677, -25.65611], [7.58500, 8.23453, -23.42817], [3.37719, 3.98871, -32.33535], [3.47201, 4.46680, -31.01382], [4.69079, 4.74394, -30.54616], [5.74530, 4.55361, -31.07475], [4.53927, 5.28653, -29.32777], [5.65699, 6.00293, -28.76555], [3.75872, 2.97901, -32.47519], [3.87308, 4.70745, -32.99545], [2.33861, 4.05121, -32.65725], [5.32736, 7.02623, -28.93435], [6.58098, 5.71048, -29.25646], [5.85001, 5.81830, -27.71217], [0.83365, 11.99426, -28.10004], [1.95923, 11.26375, -27.62099], [2.46768, 11.64516, -26.45320], [2.13526, 12.60753, -25.80158], [3.36235, 10.75032, -26.09614], [3.94465, 10.82603, -24.79990], [0.53469, 11.51144, -29.02492], [1.08166, 13.01592, -28.40296], [0.09490, 12.10534, -27.30916], [4.81453, 10.17601, -24.78431], [3.36126, 10.43331, -23.96558], [4.22897, 11.84472, -24.54332], [7.94827, 7.41774, -31.09027], [8.98712, 8.05715, -30.34270], [9.19819, 7.86040, -29.05498], [8.54062, 7.29035, -28.22838], [10.31545, 8.56389, -28.78222], [10.78478, 8.56262, -27.45368], [7.60182, 8.20803, -31.75720], [7.10621, 7.01600, -30.54007], [8.48286, 6.69331, -31.70479], [11.17563, 7.58653, -27.16500], [9.97358, 8.85761, -26.78684], [11.51764, 9.35423, -27.30800], [12.68510, 6.65611, -22.85103], [12.61953, 7.95855, -23.48587], [11.41823, 8.47186, -23.70767], [10.34877, 7.96717, -23.41563], [11.55508, 9.70525, -24.11157], [10.42887, 10.44083, -24.55858], [13.68411, 6.39789, -22.52809], [12.24855, 5.91852, -23.52320], [11.98174, 6.79459, -22.02729], [10.67408, 11.35912, -25.08925], [9.91871, 10.80404, -23.66588], [9.67761, 9.95727, -25.17612], [9.32930, 1.75623, -22.36114], [10.22389, 2.19886, -23.38075], [9.86297, 3.31479, -24.02024], [8.83883, 3.92020, -23.94315], [10.79856, 3.51546, -24.94695], [10.63073, 4.65784, -25.78891], [9.76485, 0.89111, -21.86718], [8.33596, 1.51949, -22.73629], [9.28588, 2.53601, -21.59929], [11.45857, 4.67092, -26.48992], [10.49078, 5.57882, -25.22197], [9.70803, 4.44887, -26.33867], [-2.86164, 5.64172, -24.12492], [-2.29547, 6.68538, -24.88179], [-1.01189, 6.95121, -24.82098], [-0.13716, 6.26878, -24.34502], [-0.80581, 8.07261, -25.51838], [0.49425, 8.61339, -25.65641], [-2.98822, 5.88252, -23.07189], [-2.26770, 4.73241, -24.25009], [-3.81446, 5.35859, -24.56915], [0.65990, 8.63130, -26.73000], [1.29333, 8.09613, -25.12030], [0.64002, 9.60388, -25.21543]], "mulliken_charge": [-0.558, 0.627, -0.397, -0.398, 0.766, -0.376, -0.202, 0.117, 0.329, 0.131, -0.249, 0.375, -0.323, -0.454, 0.318, -0.290, -0.327, 0.230, 0.281, 0.293, -0.507, 0.496, -0.416, -0.375, 1.077, -0.417, 0.066, 0.113, 0.397, -0.363, -0.499, 0.511, -0.328, 0.353, 0.228, -0.012, -0.292, 0.266, -0.250, 0.080, -0.604, 0.444, -0.344, 1.210, 0.832, -0.093, -0.311, -0.680, -0.081, -0.412, -0.666, -0.323, 0.753, -0.551, -0.299, -0.411, 0.277, 0.309, 0.248, 0.256, 0.302, 0.140, -0.755, -0.229, 0.600, -0.612, 0.018, -0.316, 0.248, 0.311, 0.309, -0.344, 0.403, 0.407, -0.554, -0.396, 0.597, -0.399, -0.397, -0.142, 0.301, 0.208, 0.303, 0.326, -0.209, 0.299, -0.237, -0.420, 0.460, 0.136, -0.452, 0.363, 0.317, 0.056, 0.059, 0.310, -0.247, -0.310, -0.426, -0.391, 0.628, -0.291, -0.398, -0.395, 0.249, 0.287, 0.084, 0.272, -0.026, 0.383, -0.667, -0.352, 0.788, -0.546, -0.321, -0.193, 0.279, 0.316, 0.249, 0.249, 0.022, 0.169], "gap_ev": 10.443, "lumo_ev": 0.0, "total_charge": 0, "de_lowest_ev": 0.000, "e_homo_ev": -10.49}

=====

{"formula": "C33H51Si4", "method": "wB97M-V/def2-TZVPD", "elements": ["C", "Si", "C", "C", "C", "Si", "H", "C", "Si", "C", "C", "C", "C", "Si", "C", "C", "C", "H", "H", "H", "H", "H", "H", "H", "H", "H", "H", "H", "H", "H", "H", "H", "H", "H", "H", "H", "H", "H", "H", "H", "H", "H", "H", "H", "H", "H", "H", "H", "H", "H", "C", "C", "C", "C", "C", "C", "C", "C", "C", "C", "C", "C", "C", "C", "C", "C", "C", "C", "C", "C", "C", "H", "H", "H", "H", "H", "H", "H", "H", "H", "H", "H", "H", "H", "H", "H", "H", "H"], "positions_angstrom": [[-1.26360, -2.42185, 5.89778], [0.11169, -2.30867, 4.60870], [1.69550, -1.80997, 5.50460], [0.39161, -4.06921, 3.99022], [-0.39801, -0.96245, 3.32817], [0.02119, -1.29459, 1.52628], [-0.13089, 1.60139, 0.67744], [1.82243, -1.70254, 1.47596], [2.77923, -1.92429, -0.13209], [4.36171, -2.85830, 0.25684], [1.85249, -2.94075, -1.39819], [3.19197, -0.22193, -0.78178], [-0.99548, -2.69710, 0.94214], [-2.62159, -2.62263, -0.01178], [-2.60452, -3.91646, -1.35658], [-4.04090, -2.95581, 1.15741], [-2.88937, -0.93836, -0.76987], [-2.23506, -2.60081, 5.42738], [-1.10645, -3.24009, 6.61302], [-1.36480, -1.49412, 6.47179], [2.53310, -1.70299, 4.81104], [1.58749, -0.84753, 6.01732], [1.99880, -2.55422, 6.25220], [1.41719, -4.22794, 3.65878], [0.21624, -4.76064, 4.81845], [-0.29015, -4.36629, 3.18821], [-1.47100, -0.81764, 3.49272], [0.09389, -0.04728, 3.69494], [2.40088, -1.01568, 2.12680], [1.83306, -2.65821, 1.99415], [5.21332, -2.38745, -0.24733], [4.57477, -2.88589, 1.33165], [4.30747, -3.89259, -0.09573], [2.04573, -2.55450, -2.40605], [2.21065, -3.97753, -1.36767], [0.76919, -2.95627, -1.23687], [3.03512, -0.16768, -1.86344], [2.58096, 0.55800, -0.31246], [4.24857, -0.00440, -0.57403], [-0.32323, -3.40393, 0.44926], [-1.24068, -3.24848, 1.85688], [-3.29753, -3.62246, -2.15172], [-1.61392, -4.05312, -1.79900], [-2.94490, -4.87857, -0.94757], [-4.97699, -2.65193, 0.67638], [-4.10139, -4.03036, 1.39027], [-3.94864, -2.40213, 2.09807], [-3.93143, -0.81535, -1.07168], [-2.68149, -0.21311, 0.02207], [-2.24977, -0.72657, -1.62924], [3.08954, 5.90537, -3.28585], [1.86633, 6.08819, -2.63196], [1.14961, 5.01010, -2.08401], [1.62570, 3.68781, -2.25863], [0.86865, 2.51770, -1.77027], [0.30985, 2.51605, -0.48834], [-0.85785, 1.90291, -0.00019], [-1.96244, 2.95146, 0.22880], [-3.32766, 2.50958, 0.23545], [-4.38608, 3.44364, 0.00592], [-4.07784, 4.79051, -0.11186], [-2.76819, 5.26880, 0.00491], [-1.73404, 4.34455, 0.21629], [0.63449, 1.44815, -2.76477], [0.16765, 0.14959, -2.34886], [-0.13188, -0.84282, -3.30210], [0.10119, -0.61689, -4.64389], [0.61914, 0.59933, -5.07924], [0.87589, 1.62925, -4.17197], [2.86812, 3.51810, -2.94010], [3.59546, 4.61769, -3.39664], [3.60508, 6.77340, -3.70542], [1.44354, 7.10226, -2.52846], [0.20997, 5.23692, -1.56471], [0.82422, 3.16367, 0.22402], [-1.52756, 0.94163, -0.47952], [-3.54237, 1.42359, 0.32589], [-5.38236, 3.00610, -0.06381], [-4.86768, 5.48371, -0.26958], [-2.49009, 6.31726, -0.08108], [-0.65131, 4.65076, 0.25484], [0.15776, -0.07296, -1.27404], [-0.54109, -1.75976, -2.90508], [-0.13713, -1.37632, -5.35727], [0.79229, 0.76764, -6.13706], [1.27978, 2.61364, -4.45367], [3.17617, 2.50478, -3.12031], [4.55268, 4.47583, -3.88125]], "mulliken_charge": [-1.172, 0.537, -1.116, -1.064, -0.619, -0.504, -0.223, -0.312, 0.326, -1.283, -0.440, -0.756, -0.366, -0.049, -1.091, -1.176, 0.057, 0.354, 0.363, 0.334, 0.332, 0.329, 0.335, 0.331, 0.439, 0.343, 0.488, 0.544, 0.529, 0.048, 0.356, 0.347, 0.362, 0.373, 0.448, -0.428, 0.227, 0.048, 0.535, 0.706, 0.277, 0.359, 0.330, 0.390, 0.368, 0.351, 0.323, 0.425, -0.919, 0.289, -0.477, -0.624, -0.369, -0.641, 1.573, -1.626, 1.437, 0.193, 0.012, -0.775, -0.440, -0.796, -0.312, 0.372, 0.717, -0.885, -0.838, -1.009, -0.555, -0.107, -0.876, 0.389, 0.372, 0.268, 1.108, -1.095, 0.227, 0.405, 0.410, 0.403, 0.581, 0.427, 0.454, 0.490, 0.394, 0.566, 0.554, 0.390], "gap_ev": 4.901, "lumo_ev": -5.4, "total_charge": 1, "e_homo_ev": -10.26}

=====

Maximum force (computed, eV/Å): 2.9; 7.6